No. 1
17
Properties=species:S:1:pos:R:3 method="wB97M-V/def2-TZVPD" homo_lumo_gap_ev=10.13 lumo_ev=0.719
N -0.5374 0.8317 -2.3726
C 0.5722 0.5009 -1.4594
N 0.0611 0.2469 -0.1170
C 1.0396 0.5219 0.9023
C 0.6556 -0.0476 2.2494
O 1.1038 0.2377 3.3252
H -1.1989 1.1809 -1.6755
H -0.2627 1.6842 -2.8423
H 1.2263 -0.3324 -1.7798
H 1.3100 1.3194 -1.4474
H -0.2537 -0.7132 -0.1514
H 1.2480 1.5897 1.0335
H 2.0437 0.1063 0.6997
H 0.0044 -0.9489 2.1225
O -2.2840 -1.8293 -1.4229
H -2.5892 -1.7605 -2.3356
H -1.9996 -2.7419 -1.2994

***

No. 2
71
Properties=species:S:1:pos:R:3 method="wB97M-V/def2-TZVPD" charge=+1 homo_lumo_gap_ev=7.35 lumo_ev=-3.751
Ta 0.1338 -0.6014 -0.0767
C -0.4601 -0.2295 -3.6609
C -1.1361 -1.4318 -3.0683
C -1.9654 -2.1280 -3.9811
C -2.6368 -3.2476 -3.6116
C -2.4662 -3.7417 -2.3042
C -3.1252 -4.9038 -1.8442
C -2.9102 -5.3626 -0.5772
C -2.0093 -4.6906 0.2671
C -1.3625 -3.5592 -0.1612
S -0.1507 -2.7903 0.8306
C -1.5983 -3.0371 -1.4505
N -0.9647 -1.8633 -1.8148
H -1.1252 0.2186 -4.3975
H 0.4393 -0.5592 -4.1880
H -0.1555 0.5212 -2.9484
H -2.0563 -1.7298 -4.9814
H -3.2862 -3.7682 -4.3043
H -3.7973 -5.4192 -2.5177
H -3.4158 -6.2485 -0.2196
H -1.8113 -5.0706 1.2603
O 1.7142 -0.8569 1.1955
C 1.9838 0.3455 1.5911
O 1.3200 1.2625 1.0769
C 3.0177 0.5537 2.6200
C 3.1858 1.8289 3.1538
C 4.1468 2.0466 4.1240
C 4.9226 0.9728 4.5224
C 4.7843 -0.2992 4.0000
C 3.8107 -0.5096 3.0384
N 5.9545 1.1994 5.5634
O 6.0093 2.3049 6.0569
O 6.6702 0.2653 5.8480
H 2.5679 2.6401 2.7943
H 4.3080 3.0177 4.5664
H 5.4265 -1.0945 4.3467
H 3.6643 -1.4907 2.6094
S -1.0506 -0.0698 2.3270
C -1.3276 1.5939 2.5266
N -1.7844 1.9867 3.7556
C -2.0719 3.2666 4.0635
C -1.8897 4.2267 3.1164
C -1.4108 3.7834 1.8722
N -1.1459 2.5283 1.5836
H -1.9052 1.2601 4.4509
H -2.4319 3.4535 5.0650
H -2.1037 5.2646 3.3132
H -1.2373 4.4979 1.0738
F -6.0084 2.4895 -2.0299
C -4.7884 2.0495 -1.7475
C -3.6809 2.8350 -2.0309
F -3.8405 4.0355 -2.5769
C -2.4087 2.3724 -1.7378
F -1.3519 3.1422 -1.9952
C -2.2215 1.1249 -1.1558
O -0.9944 0.6946 -0.8610
C -3.3421 0.3502 -0.8775
F -3.1808 -0.8490 -0.3017
C -4.6167 0.8021 -1.1679
F -5.6723 0.0444 -0.8895
Br 5.1879 -0.0494 -4.6146
C 3.7861 -0.2152 -3.3632
C 3.2805 -1.4732 -3.0688
C 2.2478 -1.5886 -2.1507
C 1.6976 -0.4616 -1.5320
C 2.2445 0.7896 -1.8356
C 3.2812 0.9199 -2.7480
H 3.6952 -2.3495 -3.5477
H 1.8666 -2.5786 -1.9253
H 1.8583 1.6876 -1.3662
H 3.6930 1.8919 -2.9822

***

No. 3
18
Properties=species:S:1:pos:R:3 method="wB97M-V/def2-TZVPD" homo_lumo_gap_ev=10.86 lumo_ev=0.685
N -0.8630 -1.8714 -1.1504
C -0.2238 -0.8537 -0.4883
O 0.7320 -0.3038 -1.0765
C -0.6622 -0.2932 0.8613
N 0.2622 -1.2138 1.8274
C -0.2557 1.1413 0.8827
O -0.0684 1.4484 2.3461
H -0.2952 -2.1700 -1.9091
H -1.4462 -2.6621 -0.9001
H -1.5392 -0.5551 1.2930
H 1.1565 -1.0477 1.3826
H 0.2954 -0.6856 2.7033
H -1.0842 1.6340 0.5183
H 0.8246 1.4772 0.4169
H -0.4788 2.2390 2.6464
O 1.5190 1.2127 -3.1927
H 1.1383 0.6527 -2.5234
H 0.9887 1.8512 -3.6376

***

No. 4
100
Properties=species:S:1:pos:R:3 method="wB97M-V/def2-TZVPD" charge=-1 homo_lumo_gap_ev=4.65 lumo_ev=1.172
C 2.9974 3.6602 1.3880
C 2.6166 2.3574 0.5389
O 2.1480 1.2438 1.3363
C 2.2320 0.0219 0.5925
O 2.2589 0.0173 -0.6703
C 2.2527 -1.4058 1.3529
C 0.9017 -1.7098 2.1877
C 0.0910 -2.9293 1.4984
Al -0.3192 -2.3871 -0.4302
C -2.2765 -2.8559 -0.8103
C -3.1218 -3.9146 -0.0044
C -4.5965 -4.0917 -0.4155
N -5.2989 -3.4307 -1.4609
C -4.5094 -2.4551 -2.1782
C -3.0280 -2.1002 -1.9658
P 1.2117 -3.2179 -1.9719
C 1.8310 -4.9606 -1.5496
C 2.9118 -4.9493 -0.3329
C 0.5932 -3.0770 -3.7592
C 1.0969 -1.6199 -4.2927
H 4.0699 3.9633 1.0879
H 2.3024 4.5635 1.1603
H 2.9520 3.4738 2.5160
H 3.5378 2.0911 -0.0987
H 1.7864 2.6454 -0.1964
H 2.4614 -2.2414 0.6078
H 3.1141 -1.3347 2.0975
H 0.2283 -0.7813 2.0558
H 1.0655 -1.8636 3.3041
H -0.9253 -2.9881 2.0445
H 0.5922 -3.9480 1.6145
H -0.2255 -0.7793 -0.4986
H -2.6625 -4.4978 0.8556
H -5.2016 -4.8556 0.1991
H -5.0488 -1.8785 -3.0174
H -2.4858 -1.3032 -2.5787
H 0.9714 -5.6843 -1.3390
H 2.4297 -5.3510 -2.4597
H 3.8936 -4.4446 -0.6266
H 3.1796 -6.0441 -0.0891
H 2.4894 -4.4553 0.6011
H 0.9998 -3.8944 -4.4393
H -0.5567 -3.0414 -3.7135
H 2.1508 -1.7355 -4.7495
H 1.2162 -0.8784 -3.4172
H 0.3898 -1.1883 -5.0904
O 5.2048 -1.6993 0.0922
H 4.4489 -1.1426 -0.1426
H 5.7295 -1.1434 0.6806
O -0.9346 2.2925 -1.0471
H -0.0760 1.8525 -0.9917
H -0.7305 3.2241 -0.9124
O 6.0622 1.8377 0.3506
H 5.9206 2.1996 -0.5345
H 7.0083 1.6527 0.3784
O 5.4220 3.0532 -2.6251
H 4.6181 3.5669 -2.7714
H 5.3979 2.3797 -3.3162
O 0.3597 5.5865 0.0343
H -0.1497 6.1983 0.5797
H 0.8350 6.1600 -0.5791
O -6.9707 -3.3753 2.1902
H -7.1301 -3.0329 1.3007
H -6.0212 -3.5472 2.2067
O 0.9017 0.8839 3.8654
H 0.3967 1.5106 4.3977
H 1.3755 1.4435 3.2337
O -0.7108 1.4416 6.4137
H -1.3339 1.1327 7.0812
H -0.7319 0.7494 5.7372
O -6.7903 -0.6934 -0.6851
H -5.9240 -1.1223 -0.6407
H -6.5967 0.2461 -0.5842
O -7.3284 -3.7737 -3.7260
H -8.0336 -4.1385 -3.1785
H -6.6197 -3.5771 -3.0938
O 0.5255 8.1848 1.1341
H 0.3515 9.0629 0.7714
H 0.9821 8.3617 1.9750
O -5.7504 -6.3759 -3.8376
H -6.5127 -5.8258 -4.0660
H -5.2181 -5.8089 -3.2652
O 0.0676 4.5797 6.7366
H -0.6628 5.1787 6.9309
H -0.3685 3.7650 6.4465
O -0.2577 7.9671 -1.6368
H -0.0326 7.8687 -0.6991
H -0.4741 8.9025 -1.7306
O 1.7960 -4.6759 -6.2179
H 1.6402 -4.3360 -7.1074
H 2.7444 -4.8538 -6.1979
O -0.6474 -1.4617 5.8219
H 0.2651 -1.1475 5.7588
H -0.6727 -1.9384 6.6604
O 1.1983 7.3637 3.5512
H 0.4775 6.9912 4.0744
H 1.8950 7.5301 4.1982
O -0.6490 4.5665 -2.7898
H -0.8179 5.4455 -3.1508
H -0.1945 4.7456 -1.9568

***

No. 5
31
Properties=species:S:1:pos:R:3 method="wB97M-V/def2-TZVPD" charge=+1 homo_lumo_gap_ev=8.88 lumo_ev=-3.025
Cs -1.3803 2.6418 -1.3173
C -2.3060 -0.7814 -1.1161
C -1.0070 -0.8652 -0.2450
C 0.0766 -1.4763 -1.1717
C 1.5419 -1.0268 -0.9663
C 1.6144 0.5414 -0.7853
C 0.7971 1.0168 0.4326
N -0.6306 0.4150 0.2982
O -1.5510 1.1232 0.9406
C 1.3566 0.5354 1.7607
C 0.8266 2.5368 0.3852
C -1.1940 -1.8724 0.8456
H -3.0703 -0.3328 -0.4815
H -2.8205 -1.6876 -1.4358
H -2.0846 -0.0568 -1.8997
H 0.2687 -2.5481 -1.1212
H -0.1858 -1.4860 -2.2296
H 2.1010 -1.2856 -1.8655
H 2.0801 -1.5598 -0.1826
H 1.1789 1.0624 -1.6380
H 2.6750 0.7393 -0.6302
H 0.9893 1.0347 2.6573
H 1.1104 -0.5198 1.8792
H 2.4219 0.7468 1.6683
H 1.8384 2.9118 0.5391
H 0.4795 2.9372 -0.5673
H 0.1358 3.0215 1.0752
H -1.4203 -2.8410 0.3997
H -2.0390 -1.7536 1.5238
H -0.2594 -2.0273 1.3847
H -1.5434 0.8563 1.8627

***

No. 6
19
Properties=species:S:1:pos:R:3 method="wB97M-V/def2-TZVPD" homo_lumo_gap_ev=10.64 lumo_ev=0.972
C -1.3517 1.0013 -1.8635
C -0.2969 1.3689 -0.8134
C 0.5146 0.1476 -0.4423
C 1.6395 0.0464 0.5503
C 0.4540 -0.8607 0.6954
C -0.1907 -0.9316 2.0682
O 0.5882 -2.1741 0.1901
H -1.9779 1.8557 -2.1392
H -2.0082 0.2022 -1.5003
H -0.8698 0.6364 -2.7803
H -0.7623 1.8373 0.0610
H 0.3833 2.1152 -1.2488
H 0.7674 -0.4181 -1.3408
H 1.6844 0.8339 1.3029
H 2.6005 -0.3592 0.2526
H 0.5014 -1.5523 2.6533
H -1.1531 -1.4549 2.0684
H -0.2916 0.0233 2.5910
H -0.2310 -2.3173 -0.3047

***

No. 7
13
Properties=species:S:1:pos:R:3 method="wB97M-V/def2-TZVPD" homo_lumo_gap_ev="6.19 / 8.73" lumo_ev="-1.314 / -0.530"
C -0.1079 0.7302 -2.4392
C 1.3442 0.8071 -0.6771
C -0.0222 2.4277 -1.0667
N 0.7964 0.1422 -1.6767
N -0.3416 2.0193 -2.2513
N 0.5895 1.8082 -0.1216
N -0.6621 0.1727 2.0409
O 1.7818 0.6482 2.3418
S 0.4792 1.3355 2.3835
H -0.7054 0.0780 -3.1662
H 2.3463 0.5660 -0.2609
H -1.4624 0.6491 1.6971
H -0.3305 -0.4667 1.2789

***

No. 8
15
Properties=species:S:1:pos:R:3 method="wB97M-V/def2-TZVPD" homo_lumo_gap_ev=9.10 lumo_ev=0.210
C 1.4845 -0.2937 -1.6630
C 0.5001 -1.0591 -1.0927
C -0.7475 -0.3748 -0.5196
C -0.3710 0.1576 0.8539
N -1.4020 0.5645 1.6875
N 0.4088 1.3982 0.7095
O 1.5572 1.3281 1.1404
H 2.3213 -0.8895 -2.0083
H 1.4116 0.7557 -1.8179
H 0.7484 -2.1361 -0.7308
H -1.0671 0.4997 -1.1977
H -1.5509 -1.1229 -0.3242
H 0.2501 -0.6245 1.2370
H -2.3731 0.7092 1.2891
H -1.1703 1.0875 2.4369

***

What E_tot values result from the calculations? In sequence: -10347.184 -157590.498 -12394.478 -74883.725 -13718.282 -8462.914 -22014.301 -9301.502 eV.
What energy above the lowest of the compared OMol25 structures with the same formula, charge and spin values result from the calculations? In sequence: 53.1 0.0 52.1 130.3 64.1 33.2 76.7 112.8 kcal/mol.